[1]
{
  "formula": "C21H24NO3Pt",
  "method": "ωB97M-V/def2-TZVPD",
  "homo_ev": [-10.986, -10.986],
  "total_charge": 1,
  "homo_lumo_gap_ev": [7.49, 7.49],
  "multiplicity": 1,
  "total_energy_ha": -1214.1459,
  "species": ["Pt", "C", "O", "C", "C", "O", "C", "C", "O", "C", "H", "H", "H", "H", "H", "H", "H", "H", "H", "H", "H", "H", "H", "H", "C", "C", "C", "C", "C", "C", "C", "C", "C", "C", "C", "C", "C", "C", "C", "N", "H", "H", "H", "H", "H", "H", "H", "H", "H", "H"],
  "xyz": [[-0.09090, 0.37540, -0.11820], [3.12890, -1.03110, -0.76170], [2.19960, -0.55740, 0.19730], [2.59220, -0.91140, 1.51210], [1.65780, -0.24430, 2.52010], [0.28950, -0.40190, 2.20770], [-0.32890, -1.63550, 2.52360], [-0.27190, -2.67330, 1.39610], [-0.69260, -2.06340, 0.19320], [-0.86950, -2.98340, -0.86490], [4.14450, -0.72770, -0.48840], [2.87210, -0.57870, -1.71550], [3.09580, -2.12550, -0.83860], [3.61620, -0.55940, 1.70310], [2.58330, -2.00630, 1.62290], [1.82390, 0.83910, 2.50740], [1.87200, -0.63150, 3.52300], [-1.37910, -1.38310, 2.70940], [0.10640, -2.05750, 3.43630], [-0.95480, -3.49190, 1.65760], [0.73450, -3.09970, 1.27300], [-1.55500, -3.77960, -0.56410], [0.08300, -3.42760, -1.17100], [-1.30020, -2.42650, -1.69310], [0.20660, -0.30130, -4.34960], [-0.57360, 0.73880, -4.85010], [-1.19220, 1.62640, -4.00240], [-1.02670, 1.51110, -2.60650], [-0.21150, 0.45680, -2.11360], [0.37150, -0.44330, -2.97120], [-1.60960, 2.33240, -1.60680], [-2.42950, 3.44260, -1.80530], [-2.95370, 4.13570, -0.74440], [-2.65340, 3.72160, 0.58760], [-3.14560, 4.39710, 1.69900], [-2.85410, 3.96810, 2.99450], [-2.07090, 2.84660, 3.18260], [-1.56110, 2.15770, 2.08690], [-1.82450, 2.57630, 0.77440], [-1.30860, 1.90390, -0.28860], [0.67640, -1.00030, -5.02730], [-0.70130, 0.83600, -5.91750], [-1.81320, 2.41230, -4.40500], [0.95440, -1.27390, -2.60180], [-2.64850, 3.73860, -2.81820], [-3.59880, 4.98600, -0.88980], [-3.76060, 5.26900, 1.54150], [-3.24020, 4.51510, 3.83900], [-1.83970, 2.50020, 4.17750], [-0.95180, 1.28110, 2.25220]],
  "nbo_charge": [0.772, -0.250, -0.565, -0.094, -0.086, -0.566, -0.086, -0.091, -0.568, -0.249, 0.191, 0.212, 0.179, 0.201, 0.176, 0.213, 0.199, 0.212, 0.198, 0.197, 0.170, 0.187, 0.172, 0.212, -0.176, -0.224, -0.139, -0.176, -0.077, -0.228, 0.259, -0.248, -0.077, -0.102, -0.147, -0.206, -0.184, -0.190, 0.152, -0.419, 0.226, 0.230, 0.218, 0.205, 0.236, 0.232, 0.224, 0.231, 0.225, 0.220]
}



[2]
{
  "formula": "C2H6Se",
  "method": "ωB97M-V/def2-TZVPD",
  "relative_energy_kcal_mol": 1.4,
  "homo_ev": -8.252,
  "total_charge": 0,
  "homo_lumo_gap_ev": 9.22,
  "multiplicity": 1,
  "total_energy_ha": -2481.1902,
  "species": ["C", "C", "Se", "H", "H", "H", "H", "H", "H"],
  "xyz": [[-1.45770, 0.12833, 0.13741], [1.43180, -0.09757, -0.12900], [0.04807, 1.20620, -0.47120], [-0.93951, -0.68562, 0.59418], [-2.05645, 0.66203, 1.00754], [-2.07043, -0.14617, -0.61167], [1.03492, -1.04901, -0.51899], [2.21213, 0.17883, -0.81800], [1.79716, -0.19700, 0.80973]],
  "nbo_charge": [-0.765, -0.776, 0.250, 0.217, 0.222, 0.205, 0.215, 0.227, 0.205]
}



[3]
{
  "formula": "C4H6S2",
  "method": "ωB97M-V/def2-TZVPD",
  "relative_energy_kcal_mol": 0.0,
  "homo_ev": [-6.440, -9.214],
  "total_charge": 0,
  "homo_lumo_gap_ev": [7.21, 6.65],
  "multiplicity": 3,
  "total_energy_ha": -952.2595,
  "species": ["C", "C", "C", "C", "S", "S", "H", "H", "H", "H", "H", "H"],
  "xyz": [[0.64008, -0.10800, 1.15026], [0.52750, 1.20434, 1.11302], [0.02228, -1.06375, 0.16498], [-0.72006, -0.35904, -0.91633], [0.26417, 0.09766, -2.28802], [-2.30952, -0.01544, -0.85007], [1.20553, -0.58401, 1.93943], [0.98187, 1.82459, 1.86660], [0.81161, -1.68931, -0.26404], [-0.67570, -1.70948, 0.70623], [-0.71959, 0.67979, -2.97295], [-0.02818, 1.72265, 0.35090]],
  "mulliken_spin": [0.019, 0.002, 0.010, 0.554, 0.177, 1.193, -0.002, 0.000, 0.018, 0.004, 0.004, 0.019]
}



[4]
{
  "formula": "O4PRb9",
  "method": "ωB97M-V/def2-TZVPD",
  "relative_energy_kcal_mol": 95.7,
  "homo_ev": -26.405,
  "total_charge": 6,
  "homo_lumo_gap_ev": 9.15,
  "multiplicity": 1,
  "total_energy_ha": -856.8372,
  "species": ["Rb", "Rb", "Rb", "Rb", "Rb", "Rb", "Rb", "Rb", "Rb", "P", "O", "O", "O", "O"],
  "xyz": [[24.59963, 24.24957, 1.44999], [26.86010, 24.56522, -1.77820], [24.67180, 27.64987, 0.03394], [21.38615, 26.23217, -0.21325], [25.69091, 22.57134, -4.95612], [26.37928, 21.16149, -1.07982], [23.20488, 21.13340, -2.50842], [21.95209, 24.46590, -5.38696], [19.89229, 23.59431, -3.18450], [23.69855, 24.23094, -2.16156], [24.49378, 23.03319, -1.52612], [24.01276, 24.49034, -3.62864], [24.28115, 25.39246, -1.26961], [22.16482, 24.20688, -1.97291]],
  "mulliken_charge": [1.057, 1.045, 1.041, 0.992, 0.982, 1.034, 1.129, 1.035, 0.960, -0.446, -0.714, -0.643, -0.756, -0.717]
}



[5]
{
  "formula": "C4H10NO",
  "method": "ωB97M-V/def2-TZVPD",
  "relative_energy_kcal_mol": 17.3,
  "homo_ev": -2.464,
  "total_charge": -1,
  "homo_lumo_gap_ev": 6.91,
  "multiplicity": 1,
  "total_energy_ha": -288.3640,
  "species": ["C", "C", "N", "C", "C", "O", "H", "H", "H", "H", "H", "H", "H", "H", "H", "H"],
  "xyz": [[1.78429, -0.14125, -0.66523], [1.26583, 0.18613, 0.72526], [-0.03061, 0.88638, 0.72398], [-1.21010, 0.05827, 0.77837], [-1.78996, -0.31703, -0.68417], [-0.94445, -0.12694, -1.68088], [2.74508, -0.70090, -0.63003], [1.05813, -0.72242, -1.22889], [1.93020, 0.73166, -1.23184], [1.92725, 0.82571, 1.27873], [1.08770, -0.74052, 1.26776], [-0.07340, 1.40174, -0.16332], [-0.89442, -0.82796, 1.36584], [-1.98044, 0.55884, 1.39523], [-2.74040, 0.30194, -0.70748], [-2.13468, -1.37366, -0.54333]],
  "nbo_charge": [-0.644, -0.203, -0.663, -0.248, -0.013, -0.945, 0.161, 0.275, 0.189, 0.158, 0.166, 0.367, 0.140, 0.146, 0.050, 0.063]
}



[6]
{
  "formula": "C3H7NO4",
  "method": "ωB97M-V/def2-TZVPD",
  "relative_energy_kcal_mol": 119.5,
  "homo_ev": -8.228,
  "total_charge": 0,
  "homo_lumo_gap_ev": 8.64,
  "multiplicity": 1,
  "total_energy_ha": -474.0959,
  "species": ["C", "C", "N", "C", "O", "O", "O", "O", "H", "H", "H", "H", "H", "H", "H"],
  "xyz": [[-0.63967, 0.25287, -1.22941], [1.54580, -0.69143, 0.76480], [0.46751, 0.26118, 0.94989], [-0.80917, 0.03907, 0.20718], [0.94994, 1.57979, 0.76282], [-1.12505, -0.59879, -2.12631], [-1.38289, -1.15943, 0.58579], [-1.53971, 1.14110, 0.02417], [0.19169, 2.11759, 1.06063], [-1.24699, -0.16454, -2.98522], [-1.94502, -0.95482, 1.34389], [0.08587, 0.98703, -1.57357], [1.12066, -1.69168, 0.83216], [2.06467, -0.56587, -0.19270], [2.26240, -0.55210, 1.57586]],
  "nbo_charge": [0.347, -0.436, -0.200, 0.528, -0.594, -0.617, -0.693, -0.596, 0.486, 0.491, 0.488, 0.192, 0.225, 0.168, 0.212]
}



Repeat the fourth record exactly.
{
  "formula": "O4PRb9",
  "method": "ωB97M-V/def2-TZVPD",
  "relative_energy_kcal_mol": 95.7,
  "homo_ev": -26.405,
  "total_charge": 6,
  "homo_lumo_gap_ev": 9.15,
  "multiplicity": 1,
  "total_energy_ha": -856.8372,
  "species": ["Rb", "Rb", "Rb", "Rb", "Rb", "Rb", "Rb", "Rb", "Rb", "P", "O", "O", "O", "O"],
  "xyz": [[24.59963, 24.24957, 1.44999], [26.86010, 24.56522, -1.77820], [24.67180, 27.64987, 0.03394], [21.38615, 26.23217, -0.21325], [25.69091, 22.57134, -4.95612], [26.37928, 21.16149, -1.07982], [23.20488, 21.13340, -2.50842], [21.95209, 24.46590, -5.38696], [19.89229, 23.59431, -3.18450], [23.69855, 24.23094, -2.16156], [24.49378, 23.03319, -1.52612], [24.01276, 24.49034, -3.62864], [24.28115, 25.39246, -1.26961], [22.16482, 24.20688, -1.97291]],
  "mulliken_charge": [1.057, 1.045, 1.041, 0.992, 0.982, 1.034, 1.129, 1.035, 0.960, -0.446, -0.714, -0.643, -0.756, -0.717]
}